Formula: C8H2F24LiN4O17S8
Source: the OMol25 dataset
Level of theory: the ωB97M-V functional and the def2-TZVPD basis

```
! RIJCOSX wB97M-V def2-TZVPD def2/J DEFGRID3
* xyz -3 1
Li 1.1485 -0.8593 0.7221
C -8.0570 -7.2917 -1.7572
F -7.7719 -8.4602 -1.2616
F -8.2478 -7.5143 -3.0497
F -9.1450 -6.7344 -1.2648
S -6.5387 -6.1104 -1.3175
O -6.8380 -4.8383 -1.9774
O -6.4353 -6.1896 0.1579
N -5.3106 -7.0869 -2.1512
S -4.0269 -6.2125 -2.1465
O -3.9752 -4.9675 -1.3887
O -2.8350 -7.0378 -1.8536
C -4.0376 -5.5982 -4.0681
F -3.6777 -6.6311 -4.7990
F -5.2827 -5.0901 -4.2205
F -3.1289 -4.5556 -4.1372
C 8.7595 3.1290 0.0746
F 8.9441 1.8964 -0.4210
F 9.9474 3.6432 0.4790
F 8.2356 3.8717 -0.9056
S 7.7082 2.9897 1.6358
O 6.3357 2.7488 1.1984
O 8.2955 1.9663 2.5394
N 7.9088 4.5515 2.4397
S 6.6050 5.3695 2.1196
O 6.4192 5.6559 0.6812
O 5.4757 4.8662 2.8005
C 6.8154 7.1080 3.0222
F 7.1613 6.7780 4.2863
F 7.8735 7.6930 2.4521
F 5.7010 7.8594 3.0360
C 1.0832 -5.0005 5.3762
F 0.7496 -5.5964 4.3045
F 0.0400 -4.8608 6.1477
F 1.9371 -5.8005 6.0467
S 2.1240 -3.3923 5.0926
O 2.9656 -3.1922 6.3157
O 2.9410 -3.6113 3.9003
N 1.0210 -2.1136 4.6630
S 0.4926 -1.4850 5.9492
O 0.3526 -2.4418 7.0703
O 1.2287 -0.2099 6.2303
C -1.2836 -0.8619 5.4695
F -1.5535 0.2259 6.1356
F -1.3955 -0.6357 4.1242
F -2.0464 -1.8794 5.8512
C -2.5847 5.8883 -1.8319
F -3.0778 6.8230 -2.6844
F -1.2774 6.1009 -1.5425
F -3.3273 5.5948 -0.7024
S -2.7695 4.2270 -2.9580
O -1.6884 3.3621 -2.4243
O -4.1492 3.8906 -2.6019
N -2.4134 4.9198 -4.5440
S -3.6175 4.2840 -5.3787
O -3.6989 2.8664 -5.2446
O -4.9355 4.9620 -5.4275
C -2.7573 4.6536 -7.0667
F -1.5716 3.9880 -7.0921
F -3.5698 4.2657 -8.0139
F -2.4107 5.8734 -7.1486
O 2.1766 -1.8628 -2.6595
H 3.0941 -2.1311 -2.7084
H 1.8961 -1.7994 -3.5725
*
```

Computed properties:
**HOMO energy**: -0.1485 Ha
**Energy**: -201196.867 eV
**Molecular weight**: 1145.54 g mol⁻¹